A 12-piece molecular cluster, C48H88Br2Cl2N16 overall in a non-equilibrium geometry, computed with wB97M-V/def2-TZVPD.

Bonds (Å) are listed after each position.
Atoms and positions in Å:
1 C 0.930 4.580 4.716  C2 1.533, H9 1.090, H10 1.090, H11 1.090
2 C -0.419 4.995 5.313  C1 1.533, N3 1.517, H12 1.090, H13 1.090
3 N -0.376 5.434 6.764  C2 1.517, C4 1.390, C7 1.416
4 C -0.889 6.597 7.327  N3 1.390, C5 1.397, H14 1.080
5 C -0.760 6.499 8.715  C4 1.397, N6 1.384, H15 1.080
6 N -0.126 5.319 9.060  C5 1.384, C7 1.402, C8 1.435
7 C 0.216 4.726 7.837  N3 1.416, N6 1.402, H16 1.080
8 C 0.227 4.844 10.368  N6 1.435, H17 1.090, H18 1.090, H19 1.090
9 H 1.818 5.202 4.827  C1 1.090
10 H 1.009 4.189 3.701  C1 1.090
11 H 1.137 3.632 5.213  C1 1.090
12 H -1.158 4.208 5.163  C2 1.090
13 H -0.738 5.818 4.673  C2 1.090
14 H -1.412 7.327 6.728  C4 1.080
15 H -0.987 7.172 9.529  C5 1.080
16 H 0.856 3.856 7.874  C7 1.080
17 H -0.619 4.931 11.050  C8 1.090
18 H 1.109 5.405 10.676  C8 1.090
19 H 0.397 3.768 10.332  C8 1.090
20 C 0.004 1.827 0.658  C21 1.583, H28 1.090, H29 1.090, H30 1.090
21 C 0.668 0.390 0.700  C20 1.583, N22 1.518, H31 1.090, H32 1.090
22 N 0.373 -0.421 -0.549  C21 1.518, C23 1.400, C26 1.367
23 C 0.734 -0.233 -1.889  N22 1.400, C24 1.368, H33 1.080
24 C 0.147 -1.149 -2.718  C23 1.368, N25 1.390, H34 1.080
25 N -0.507 -2.034 -1.869  C24 1.390, C26 1.372, C27 1.431
26 C -0.376 -1.564 -0.587  N22 1.367, N25 1.372, H35 1.080
27 C -1.295 -3.160 -2.268  N25 1.431, H36 1.090, H37 1.090, H38 1.090
28 H 0.490 2.579 0.037  C20 1.090
29 H -0.006 2.256 1.660  C20 1.090
30 H -1.038 1.720 0.356  C20 1.090
31 H 0.196 -0.142 1.526  C21 1.090
32 H 1.737 0.361 0.911  C21 1.090
33 H 1.294 0.634 -2.206  C23 1.080
34 H 0.092 -1.345 -3.778  C24 1.080
35 H -0.852 -2.020 0.268  C26 1.080
36 H -1.343 -3.247 -3.354  C27 1.090
37 H -2.312 -2.942 -1.942  C27 1.090
38 H -1.117 -4.130 -1.803  C27 1.090
39 C -0.930 0.171 4.466  C40 1.545, H47 1.090, H48 1.090, H49 1.090
40 C -2.111 -0.760 4.113  C39 1.545, N41 1.468, H50 1.090, H51 1.090
41 N -2.026 -2.008 4.881  C40 1.468, C42 1.380, C45 1.325
42 C -2.660 -2.410 6.039  N41 1.380, C43 1.399, H52 1.080
43 C -2.346 -3.761 6.222  C42 1.399, N44 1.349, H53 1.080
44 N -1.708 -4.150 5.100  C43 1.349, C45 1.361, C46 1.426
45 C -1.480 -3.069 4.306  N41 1.325, N44 1.361, H54 1.080
46 C -1.222 -5.455 4.792  N44 1.426, H55 1.090, H56 1.090, H57 1.090
47 H 0.030 -0.306 4.269  C39 1.090
48 H -0.885 0.522 5.497  C39 1.090
49 H -1.120 1.048 3.847  C39 1.090
50 H -2.097 -0.973 3.044  C40 1.090
51 H -3.058 -0.325 4.433  C40 1.090
52 H -3.313 -1.714 6.544  C42 1.080
53 H -2.667 -4.485 6.956  C43 1.080
54 H -0.913 -3.126 3.389  C45 1.080
55 H -0.369 -5.470 4.114  C46 1.090
56 H -1.940 -6.000 4.179  C46 1.090
57 H -1.036 -6.030 5.699  C46 1.090
58 C 3.210 -8.022 -2.801  C59 1.577, H66 1.090, H67 1.090, H68 1.090
59 C 1.934 -8.555 -2.044  C58 1.577, N60 1.450, H69 1.090, H70 1.090
60 N 1.656 -7.540 -1.046  C59 1.450, C61 1.395, C64 1.410
61 C 2.463 -7.144 0.022  N60 1.395, C62 1.423, H71 1.080
62 C 1.647 -6.301 0.827  C61 1.423, N63 1.347, H72 1.080
63 N 0.404 -6.207 0.317  C62 1.347, C64 1.377, C65 1.442
64 C 0.404 -6.918 -0.862  N60 1.410, N63 1.377, H73 1.080
65 C -0.775 -5.545 0.819  N63 1.442, H74 1.090, H75 1.090, H76 1.090
66 H 4.008 -7.614 -2.180  C58 1.090
67 H 2.944 -7.234 -3.505  C58 1.090
68 H 3.637 -8.791 -3.445  C58 1.090
69 H 2.132 -9.487 -1.514  C59 1.090
70 H 1.177 -8.510 -2.827  C59 1.090
71 H 3.460 -7.494 0.244  C61 1.080
72 H 1.867 -5.762 1.737  C62 1.080
73 H -0.438 -6.927 -1.538  C64 1.080
74 H -1.402 -5.330 -0.046  C65 1.090
75 H -0.514 -4.753 1.521  C65 1.090
76 H -1.244 -6.392 1.318  C65 1.090
77 C -2.288 7.541 -3.477  C78 1.597, H85 1.090, H86 1.090, H87 1.090
78 C -3.158 6.208 -3.336  C77 1.597, N79 1.450, H88 1.090, H89 1.090
79 N -2.185 5.134 -3.374  C78 1.450, C80 1.365, C83 1.386
80 C -1.227 4.896 -2.431  N79 1.365, C81 1.395, H90 1.080
81 C -0.608 3.707 -2.817  C80 1.395, N82 1.332, H91 1.080
82 N -1.217 3.145 -3.859  C81 1.332, C83 1.389, C84 1.459
83 C -2.104 4.115 -4.310  N79 1.386, N82 1.389, H92 1.080
84 C -0.862 1.932 -4.587  N82 1.459, H93 1.090, H94 1.090, H95 1.090
85 H -1.471 7.710 -2.775  C77 1.090
86 H -2.965 8.354 -3.216  C77 1.090
87 H -1.856 7.795 -4.445  C77 1.090
88 H -3.856 6.034 -4.155  C78 1.090
89 H -3.611 6.176 -2.345  C78 1.090
90 H -1.113 5.570 -1.594  C80 1.080
91 H 0.360 3.328 -2.523  C81 1.080
92 H -2.806 3.964 -5.117  C83 1.080
93 H 0.199 1.704 -4.484  C84 1.090
94 H -1.072 2.101 -5.643  C84 1.090
95 H -1.505 1.108 -4.276  C84 1.090
96 C 2.636 -5.532 -7.763  C97 1.565, H104 1.090, H105 1.090, H106 1.090
97 C 1.777 -4.447 -8.493  C96 1.565, N98 1.492, H107 1.090, H108 1.090
98 N 2.118 -3.084 -7.992  C97 1.492, C99 1.417, C102 1.378
99 C 3.029 -2.209 -8.635  N98 1.417, C100 1.379, H109 1.080
100 C 3.191 -1.092 -7.842  C99 1.379, N101 1.353, H110 1.080
101 N 2.415 -1.193 -6.738  C100 1.353, C102 1.426, C103 1.488
102 C 1.769 -2.463 -6.813  N98 1.378, N101 1.426, H111 1.080
103 C 2.236 -0.182 -5.662  N101 1.488, H112 1.090, H113 1.090, H114 1.090
104 H 2.459 -6.528 -8.169  C96 1.090
105 H 2.310 -5.746 -6.746  C96 1.090
106 H 3.706 -5.324 -7.760  C96 1.090
107 H 0.727 -4.669 -8.302  C97 1.090
108 H 1.996 -4.553 -9.556  C97 1.090
109 H 3.423 -2.473 -9.605  C99 1.080
110 H 3.775 -0.215 -8.081  C100 1.080
111 H 1.051 -2.811 -6.085  C102 1.080
112 H 2.997 0.587 -5.797  C103 1.090
113 H 2.443 -0.675 -4.712  C103 1.090
114 H 1.285 0.327 -5.816  C103 1.090
115 C 4.315 -0.702 -1.022  C116 1.542, H123 1.090, H124 1.090, H125 1.090
116 C 4.903 0.681 -0.679  C115 1.542, N117 1.478, H126 1.090, H127 1.090
117 N 4.301 1.375 0.479  C116 1.478, C118 1.394, C121 1.325
118 C 3.349 2.392 0.456  N117 1.394, C119 1.474, H128 1.080
119 C 3.143 2.829 1.848  C118 1.474, N120 1.377, H129 1.080
120 N 4.073 2.119 2.574  C119 1.377, C121 1.373, C122 1.398
121 C 4.695 1.227 1.736  N117 1.325, N120 1.373, H130 1.080
122 C 4.172 2.176 3.967  N120 1.398, H131 1.090, H132 1.090, H133 1.090
123 H 4.740 -1.098 -1.945  C115 1.090
124 H 3.230 -0.802 -1.029  C115 1.090
125 H 4.619 -1.271 -0.144  C115 1.090
126 H 4.761 1.339 -1.536  C116 1.090
127 H 5.973 0.622 -0.479  C116 1.090
128 H 2.926 2.658 -0.502  C118 1.080
129 H 2.464 3.473 2.387  C119 1.080
130 H 5.365 0.464 2.104  C121 1.080
131 H 5.060 2.739 4.254  C122 1.090
132 H 4.313 1.211 4.454  C122 1.090
133 H 3.297 2.578 4.479  C122 1.090
134 C -3.539 0.007 -1.629  C135 1.606, H142 1.090, H143 1.090, H144 1.090
135 C -4.785 0.185 -0.632  C134 1.606, N136 1.500, H145 1.090, H146 1.090
136 N -4.570 1.485 0.083  C135 1.500, C137 1.414, C140 1.407
137 C -3.950 1.554 1.352  N136 1.414, C138 1.447, H147 1.080
138 C -3.942 2.964 1.676  C137 1.447, N139 1.405, H148 1.080
139 N -4.511 3.769 0.676  C138 1.405, C140 1.392, C141 1.466
140 C -4.858 2.815 -0.276  N136 1.407, N139 1.392, H149 1.080
141 C -4.633 5.230 0.650  N139 1.466, H150 1.090, H151 1.090, H152 1.090
142 H -2.567 0.039 -1.136  C134 1.090
143 H -3.550 0.780 -2.397  C134 1.090
144 H -3.706 -0.955 -2.113  C134 1.090
145 H -4.937 -0.606 0.102  C135 1.090
146 H -5.714 0.258 -1.197  C135 1.090
147 H -3.625 0.704 1.935  C137 1.080
148 H -3.684 3.428 2.617  C138 1.080
149 H -5.297 3.115 -1.216  C140 1.080
150 H -5.686 5.501 0.579  C141 1.090
151 H -4.125 5.585 -0.247  C141 1.090
152 H -4.195 5.591 1.580  C141 1.090
153 Cl 2.806 2.629 -3.161  no bonds
154 Cl -3.444 -3.014 1.047  no bonds
155 Br 0.814 -5.076 -4.202  no bonds
156 Br -1.821 -1.288 -6.068  no bonds

For the calculated total energy, the calculation gives -8824.937374 Eh. Its total charge is +4. Its HOMO energy is -0.47316 hartree. As for the HOMO-LUMO gap: 4.54 eV.